1.
Density functional theory data (ωB97M-V with the def2-TZVPD basis set) for a 5-piece molecular cluster, C24H45F13NO18P4S overall at a distorted geometry.

Each line ends with the Löwdin charge.
Cartesian coordinates (Å):
S 8.242 1.330 0.543  1.0879
P -1.688 -2.005 8.608  0.4386
P 1.111 4.097 -2.314  0.4400
P -0.780 -2.541 -4.956  0.4383
P -7.055 0.357 -2.705  0.4371
F 7.358 2.787 0.708  -0.1667
F 7.062 0.364 1.307  -0.1912
F 9.551 2.272 -0.131  -0.1843
F 5.773 0.901 -2.816  0.0316
F 8.606 0.040 -1.885  0.0412
F 6.800 -1.860 -0.576  0.0489
F 7.818 2.282 -1.950  0.0176
F 9.314 -0.043 0.405  -0.1928
F 5.655 -1.608 -2.648  0.0287
F 3.160 -0.672 -1.244  -0.0066
F 5.122 1.418 -0.602  0.0115
F 8.921 1.632 2.089  -0.1665
F 4.061 -2.843 -0.849  -0.0173
O 0.621 -1.791 -4.698  -0.2044
O 0.627 5.249 -1.299  -0.2091
O -2.940 -1.432 8.021  -0.2476
O -0.827 1.469 5.023  -0.0084
O -5.619 0.424 -3.428  -0.2218
O -7.770 1.718 -3.182  -0.2214
O -1.822 -1.321 -5.096  -0.2160
O -0.635 -3.073 -6.469  -0.2163
O 0.595 4.627 -3.743  -0.2175
O -7.831 -0.776 -3.545  -0.2137
O -1.161 3.204 3.385  0.0236
O -1.154 -3.590 -3.956  -0.2557
O -1.623 -1.975 10.217  -0.2198
O 0.670 2.710 -1.963  -0.2676
O -1.412 -3.553 8.260  -0.2156
O -0.315 -1.286 8.174  -0.2115
O -7.015 0.158 -1.221  -0.2529
O 2.702 4.329 -2.392  -0.1987
N 0.676 -1.686 0.624  0.0754
C 0.335 -4.074 -6.696  -0.1069
C -0.393 -0.291 7.177  -0.1483
C -8.268 -1.918 -2.841  -0.1150
C -3.156 -1.660 -5.415  -0.1080
C -4.717 1.406 -2.960  -0.1142
C 1.639 -1.275 1.747  -0.0407
C -0.765 5.361 -1.083  -0.1128
C 3.087 -2.066 1.836  -0.1103
C -0.271 0.669 2.661  0.0299
C 4.284 -1.207 1.080  -0.0714
C 5.770 -1.044 -1.250  -0.1051
C 0.994 3.883 -4.876  -0.1055
C -1.259 0.165 1.419  0.0885
C 4.298 -1.381 -0.548  -0.1602
C -9.123 1.885 -2.813  -0.1076
C -0.753 1.829 3.716  -0.2265
C 6.095 0.556 -1.375  -0.0784
C -1.694 -0.703 10.828  -0.1098
C 1.206 -0.064 2.810  0.1085
C -0.691 -1.038 0.449  0.0629
C 1.293 -2.074 -3.490  -0.1225
C -2.424 -4.473 8.611  -0.1140
C 3.532 3.264 -1.982  -0.1350
C 7.658 0.986 -1.187  -0.1982
H 3.196 2.853 -1.026  0.0774
H 0.606 -2.023 -2.640  0.0641
H 2.038 4.104 -5.111  0.0918
H -9.757 1.265 -3.453  0.0914
H -9.140 -1.662 -2.233  0.0934
H -1.288 5.516 -2.031  0.0901
H -4.435 1.195 -1.925  0.0814
H 2.083 -1.333 -3.346  0.0788
H 5.307 -1.507 1.568  0.1415
H -9.398 2.933 -2.951  0.0939
H -0.827 0.619 7.600  0.0918
H 0.147 -4.532 -7.670  0.0959
H -0.733 -0.192 10.726  0.0888
H 0.920 -2.455 -0.066  0.1613
H 4.552 3.639 -1.863  0.0924
H -3.729 -0.738 -5.547  0.0881
H -3.330 -4.274 8.032  0.0900
H -0.994 -0.634 6.330  0.0737
H 0.370 4.172 -5.724  0.0953
H 0.616 -0.069 6.822  0.0827
H 1.970 0.252 3.662  0.1385
H 3.530 2.483 -2.747  0.0874
H -0.951 6.222 -0.435  0.0946
H -2.324 0.632 1.282  0.1297
H -3.602 -2.240 -4.603  0.0914
H -1.143 4.461 -0.593  0.0821
H -9.278 1.615 -1.765  0.0897
H 2.960 -3.160 1.439  0.1334
H -1.807 3.464 4.132  0.1595
H 0.283 -4.849 -5.927  0.0893
H -1.915 -0.836 11.890  0.0940
H -3.820 1.383 -3.584  0.0881
H -2.074 -5.483 8.383  0.0919
H -7.470 -2.314 -2.205  0.0881
H 3.393 -2.169 2.985  0.1498
H -8.554 -2.688 -3.563  0.0933
H -2.485 -0.098 10.377  0.0891
H -1.407 -1.412 -0.428  0.1551
H 4.071 -0.063 1.338  0.1475
H -5.166 2.401 -3.027  0.0910
H 0.873 2.811 -4.699  0.0860
H 1.332 -3.625 -6.702  0.0900
H -3.194 -2.232 -6.346  0.0919
H 1.746 -3.068 -3.547  0.0983
H -2.645 -4.411 9.680  0.0898

Lowest unoccupied orbital energy, eV: -5.46
Frontier orbital gap, eV: 6.70
Total charge: +1

---

2.
Density functional theory data (ωB97M-V with the def2-TZVPD basis set) for C24H45F5OP2TeTm as an isolated structure at a distorted geometry.

Each line ends with the Löwdin charge.
Cartesian coordinates (Å):
Tm 0.712 0.393 -0.408  1.4131
Te -3.000 0.336 0.747  1.9440
P -2.644 0.412 -3.408  0.7710
P 0.137 -2.810 3.409  0.7967
F -4.783 -0.011 1.431  -0.3392
F -2.262 -1.070 1.863  -0.3809
F -2.704 1.593 2.201  -0.3540
F -3.677 1.772 -0.349  -0.3537
F -3.374 -0.997 -0.578  -0.3762
O -1.320 0.557 -0.091  -0.6646
C 0.228 -2.692 -1.386  -0.1168
C 0.628 -1.984 -2.704  -0.1409
C 0.527 -1.931 -0.104  -0.1998
C 1.908 2.017 1.621  -0.2804
C -0.462 -1.573 4.618  -0.2960
C -1.292 -3.950 3.384  -0.3085
C 0.901 -0.491 -2.597  -0.1792
C 1.183 -3.810 4.551  -0.3096
C 3.628 2.049 -0.317  -0.0508
C 1.770 -1.516 0.322  -0.2202
C -0.037 2.728 3.190  -0.0208
C -2.296 1.029 -5.089  -0.3026
C 3.252 -1.090 -1.793  -0.1337
C 2.180 -0.083 -2.231  -0.1824
C -2.898 -1.356 -3.764  -0.2979
C 0.647 2.625 1.879  -0.2169
C 1.122 3.432 -1.764  -0.0317
C 3.070 -1.778 -0.396  -0.1260
C 0.199 3.227 0.670  -0.2433
C 1.206 3.031 -0.332  -0.3011
C 2.753 1.316 2.616  -0.0494
C 2.291 2.314 0.269  -0.3568
C -1.053 3.999 0.516  -0.0281
C -4.372 0.907 -3.124  -0.3018
H -3.665 -1.455 -4.536  0.0488
H -1.086 2.449 3.091  0.0509
H 3.596 1.965 -1.405  0.0588
H -1.969 -1.824 -4.104  0.0159
H -0.266 -2.059 0.642  0.0793
H -2.782 0.389 -5.836  0.0443
H 4.342 2.854 -0.087  0.1047
H 0.407 2.063 3.933  0.0747
H 0.162 3.919 -1.987  0.0848
H 3.464 0.633 2.127  0.0665
H 1.512 -2.490 -3.130  0.1234
H 1.833 -3.136 5.130  0.0357
H -1.727 -3.991 4.386  0.0418
H -4.779 0.337 -2.279  0.0296
H -1.232 -2.021 5.247  0.0433
H 3.344 2.024 3.225  0.1038
H -0.888 5.053 0.807  0.1051
H 2.136 0.715 3.303  0.0754
H -0.157 -2.153 -3.458  0.0992
H -0.945 -4.950 3.099  0.0431
H -1.855 3.593 1.149  0.0658
H 1.891 -1.204 1.368  0.0998
H 4.068 1.124 0.077  0.0698
H 0.227 0.165 -3.167  0.0916
H 4.210 -0.541 -1.759  0.1191
H 1.204 2.552 -2.438  0.0585
H -2.651 2.065 -5.162  0.0456
H -4.394 1.976 -2.880  0.0401
H -0.864 -2.871 -1.427  0.1246
H 1.791 -4.518 3.963  0.0348
H -4.955 0.711 -4.031  0.0517
H 0.381 -1.263 5.240  0.0355
H -0.009 3.750 3.599  0.1042
H 0.513 -4.370 5.227  0.0461
H 2.587 0.840 -2.674  0.1226
H 3.260 -2.861 -0.498  0.1410
H 3.411 -1.883 -2.553  0.1305
H -3.232 -1.850 -2.846  0.0268
H 3.883 -1.439 0.261  0.1175
H -1.207 1.010 -5.246  0.0245
H -0.877 -0.710 4.092  0.0125
H 1.920 4.130 -2.070  0.1013
H -1.410 3.973 -0.521  0.0787
H 0.676 -3.705 -1.398  0.1452
H -2.036 -3.591 2.668  0.0217

Multiplicity: 3
Energy relative to the best compared isomer or geometry (same formula, charge and spin), eV: 3.271
Lowest unoccupied orbital energy (alpha / beta), eV: -5.09 / -5.07
Frontier orbital gap (alpha / beta), eV: 5.14 / 5.16
Total charge: +1

---

DFT total energy per entry: -147266.661 -96646.096 eV